Entry from the OMol25 dataset: a cluster of 2 separate species, C16H28BrF5O5P in total at a distorted geometry (ωB97M-V/def2-TZVPD).

DFT total energy = -120204.053 eV
2S+1 = 1
Frontier orbital gap = 6.8 eV
Net charge = -1

Geometry (Å):
C 1.12 -4.15 0.13
C 0.45 -4.01 -1.20
O 1.01 -4.18 -2.26
O -0.87 -3.73 -1.10
C -1.40 -2.77 -2.05
C -1.98 -1.59 -1.30
C -0.90 -0.75 -0.64
C -1.43 0.53 -0.01
C -0.29 1.41 0.52
C 0.04 2.58 -0.42
C 1.54 2.88 -0.50
C 2.26 1.81 -1.32
P 2.52 2.37 -3.11
Br 0.78 0.81 -3.92
C 4.01 1.08 -3.36
F 4.54 1.27 -4.62
F 5.02 1.41 -2.47
C 3.87 -0.47 -3.24
F 3.10 -0.84 -2.23
F 3.40 -1.00 -4.36
F 5.08 -1.03 -3.03
H 1.18 -5.20 0.39
H 0.58 -3.63 0.91
H 2.13 -3.76 0.03
H -2.16 -3.28 -2.65
H -0.61 -2.44 -2.73
H -2.67 -1.97 -0.55
H -2.52 -0.99 -2.03
H -0.17 -0.48 -1.41
H -0.38 -1.33 0.12
H -1.98 1.08 -0.78
H -2.11 0.28 0.80
H -0.50 1.75 1.53
H 0.60 0.78 0.60
H -0.52 3.47 -0.12
H -0.28 2.30 -1.42
H 1.69 3.87 -0.94
H 1.97 2.90 0.50
H 3.20 1.50 -0.85
H 1.63 0.93 -1.37
H 2.72 2.71 -4.49
H 1.47 3.36 -2.99
H 3.51 3.35 -2.70
C -3.31 1.06 6.10
C -3.06 0.77 4.64
C -3.72 -0.48 4.11
O -2.82 -0.91 3.09
C -1.58 -0.43 3.40
O -0.58 -0.75 2.86
O -1.67 0.47 4.41
H -2.93 2.04 6.38
H -4.38 1.02 6.32
H -2.80 0.32 6.72
H -3.32 1.63 4.03
H -4.71 -0.31 3.68
H -3.79 -1.27 4.88

=====

Entry from the OMol25 dataset: a structure of composition C15H31Br3ClN4P2S at a distorted geometry (ωB97M-V/def2-TZVPD).

DFT total energy = -274065.470 eV
2S+1 = 1
Frontier orbital gap = 6.8 eV
Net charge = +1

Geometry (Å):
C -1.18 -0.79 2.84
C -0.77 -1.19 1.27
N -1.77 -0.59 0.32
C -1.70 0.93 0.59
N -2.71 1.58 1.23
P -2.58 3.34 1.43
S -4.39 4.07 1.45
N -0.42 1.28 -0.08
C 0.57 2.23 0.49
C 0.76 3.60 -0.46
C 0.80 5.13 0.16
N 0.95 3.53 -1.85
C -0.20 0.53 -1.35
P 1.27 -0.60 -1.68
C 1.61 -0.38 -3.59
C 2.91 -0.07 -0.88
C 3.59 1.29 -1.48
C -1.44 -0.57 -1.16
C -1.48 -1.91 -2.08
C -0.93 -3.29 -1.39
C -0.24 -4.18 -2.62
Cl -2.28 -4.35 -0.69
H -1.10 -1.76 3.53
H -0.46 0.02 3.30
H -2.33 -0.48 2.91
H -0.88 -2.38 1.25
H 0.36 -0.98 1.03
H -3.54 1.05 1.59
H -1.90 3.59 2.71
H -1.90 3.94 0.31
H 1.65 1.84 0.68
H 0.21 2.66 1.54
H 0.30 5.23 1.21
H 1.95 5.46 0.17
H 0.30 5.85 -0.65
H 1.07 4.51 -2.20
H -0.46 1.17 -2.32
H 0.74 -0.81 -4.25
H 1.60 0.80 -3.75
H 2.68 -0.75 -3.90
H 2.80 0.02 0.31
H 3.67 -0.97 -1.03
H 2.91 1.81 -2.28
H 3.93 2.01 -0.61
H 4.58 0.97 -2.05
H -2.36 0.06 -1.59
H -2.62 -2.11 -2.35
H -0.95 -1.74 -3.13
H -0.04 -3.13 -0.61
H 0.71 -3.57 -2.99
H -1.01 -4.40 -3.47
H 0.19 -5.16 -2.10
C -0.05 -4.58 5.68
Br -0.26 -4.48 3.75
Br 1.21 -3.25 6.34
Br -1.76 -4.49 6.60
H 0.38 -5.56 5.90

=====

Entry from the OMol25 dataset: a structure of composition C59H46As2ClN4O6Ti at a distorted geometry (ωB97M-V/def2-TZVPD).

DFT total energy = -237492.486 eV
2S+1 = 2
Frontier orbital gap (spin up / spin down) = 7.0 / 8.0 eV
Net charge = 0

Geometry (Å):
Ti 0.53 0.32 1.22
C 4.53 0.01 1.49
C 3.12 -0.20 1.97
O 2.20 -0.38 1.04
C 2.83 -0.20 3.31
C 1.52 -0.17 3.89
C 1.37 -0.18 5.37
N 0.48 -0.07 3.11
N -0.79 0.18 3.63
C -1.66 0.37 2.67
O -1.36 0.24 1.39
C -3.01 0.81 3.11
C -3.37 0.76 4.45
C -4.59 1.28 4.86
C -5.46 1.84 3.94
C -5.12 1.86 2.59
C -3.90 1.34 2.18
H 4.84 1.03 1.73
H 4.58 -0.13 0.41
H 5.22 -0.67 1.98
H 3.66 -0.15 4.00
H 2.00 -0.96 5.80
H 0.33 -0.36 5.65
H 1.67 0.78 5.79
H -2.68 0.33 5.16
H -4.86 1.24 5.91
H -6.40 2.26 4.26
H -5.80 2.28 1.86
H -3.63 1.35 1.14
O 1.31 6.52 2.43
C 0.53 6.66 1.37
O 0.33 7.74 0.88
C -0.12 5.43 0.80
C -1.11 5.47 -0.15
Cl -1.79 6.87 -0.83
N -1.44 4.20 -0.50
N -0.71 3.33 0.21
C 0.09 4.03 0.98
C 1.09 3.26 1.78
O 1.83 3.79 2.60
O 1.16 2.01 1.48
C -2.40 3.64 -1.41
C -2.50 2.26 -1.47
C -3.41 1.65 -2.32
C -4.24 2.42 -3.12
C -4.12 3.80 -3.08
C -3.21 4.42 -2.24
H 1.50 5.56 2.65
H -1.85 1.66 -0.85
H -3.47 0.57 -2.35
H -4.95 1.95 -3.78
H -4.74 4.41 -3.72
H -3.14 5.49 -2.25
C -2.24 -6.54 1.26
C -0.95 -6.61 0.76
C -0.24 -5.45 0.50
C -0.82 -4.21 0.71
C -2.12 -4.14 1.20
C -2.83 -5.31 1.48
As 0.24 -2.53 0.62
C 1.44 -3.05 -0.84
C 0.88 -3.69 -1.95
C 1.65 -4.03 -3.05
C 3.00 -3.71 -3.08
C 3.57 -3.06 -1.99
C 2.80 -2.74 -0.88
C 1.19 -3.18 2.22
C 2.41 -3.83 2.22
C 2.94 -4.36 3.39
C 2.23 -4.25 4.58
C 0.99 -3.63 4.59
C 0.48 -3.09 3.42
H -2.79 -7.45 1.48
H -0.48 -7.57 0.59
H 0.78 -5.52 0.13
H -2.58 -3.18 1.38
H -3.84 -5.25 1.87
H -0.17 -3.95 -1.94
H 1.20 -4.54 -3.89
H 3.61 -3.95 -3.94
H 4.63 -2.80 -2.00
H 3.27 -2.25 -0.04
H 2.96 -3.95 1.30
H 3.90 -4.86 3.37
H 2.64 -4.67 5.49
H 0.42 -3.56 5.51
H -0.50 -2.61 3.43
C -0.65 4.69 -3.95
C 0.34 4.73 -2.97
C 0.63 3.60 -2.24
C -0.06 2.41 -2.46
C -1.04 2.37 -3.44
C -1.34 3.50 -4.18
As 0.45 0.85 -1.36
C 2.11 0.61 -2.35
C 3.34 1.16 -2.06
C 4.40 0.99 -2.95
C 4.20 0.27 -4.12
C 2.97 -0.30 -4.41
C 1.91 -0.14 -3.52
C 0.56 -0.73 -3.65
C 0.10 -1.52 -4.69
C -1.18 -2.07 -4.63
C -1.98 -1.88 -3.51
C -1.53 -1.07 -2.47
C -0.28 -0.48 -2.57
H -0.88 5.57 -4.53
H 0.88 5.65 -2.78
H 1.40 3.64 -1.48
H -1.59 1.45 -3.62
H -2.11 3.46 -4.94
H 3.48 1.72 -1.14
H 5.37 1.41 -2.73
H 5.02 0.15 -4.82
H 2.84 -0.87 -5.32
H 0.72 -1.71 -5.56
H -1.54 -2.67 -5.46
H -2.96 -2.34 -3.46
H -2.15 -0.90 -1.60

=====

Entry from the OMol25 dataset: an isolated molecule of C5H9N (ωB97M-V/def2-TZVPD).

DFT total energy = -6819.412 eV
2S+1 = 1
Frontier orbital gap = 8.7 eV
Net charge = 0
SMILES = C=C/C=C/NC

Geometry (Å):
C -1.63 -2.68 -0.24
C -0.61 -1.86 -0.05
C -0.41 -0.49 -0.54
C 0.25 0.38 0.26
N 0.60 1.67 -0.13
C 1.48 2.44 0.72
H -1.66 -3.58 0.36
H -2.53 -2.39 -0.78
H 0.13 -2.19 0.66
H -0.78 -0.07 -1.47
H 0.47 0.09 1.28
H 0.82 1.69 -1.11
H 1.40 2.08 1.75
H 2.55 2.43 0.48
H 1.16 3.48 0.75

=====

Entry from the OMol25 dataset: a cluster of 8 separate species, C22H50Br4N6O6 in total at a distorted geometry (ωB97M-V/def2-TZVPD).

DFT total energy = -325009.991 eV
2S+1 = 2
Frontier orbital gap (spin up / spin down) = 7.2 / 1.9 eV
Net charge = +1

Geometry (Å):
Br 1.01 -2.48 2.51
C 0.80 -2.12 0.52
C 0.34 -0.73 0.17
Br -0.07 -0.56 -1.80
H -0.03 -2.68 0.08
H 1.73 -2.32 0.01
H 1.12 0.00 0.41
H -0.56 -0.31 0.61
Br 1.07 0.42 6.55
C 2.32 1.27 5.19
C 2.63 0.25 4.08
Br 3.83 0.88 2.58
H 3.22 1.60 5.72
H 1.90 2.20 4.82
H 1.69 -0.08 3.64
H 3.09 -0.67 4.45
C -3.49 -4.83 0.15
O -3.98 -5.73 -0.54
N -2.88 -4.96 1.31
C -2.22 -3.83 2.07
C -2.78 -6.28 2.00
H -3.57 -3.75 -0.02
H -2.34 -2.79 1.77
H -1.15 -4.03 1.99
H -2.47 -3.82 3.13
H -3.44 -7.00 1.51
H -1.77 -6.68 1.86
H -2.91 -6.26 3.08
C -1.54 2.62 -3.05
O -2.31 3.26 -2.34
N -1.89 2.31 -4.29
C -0.98 1.54 -5.09
C -3.07 2.74 -5.02
H -0.57 2.19 -2.75
H -0.53 2.21 -5.82
H -1.44 0.68 -5.57
H -0.15 1.11 -4.52
H -3.79 2.79 -4.21
H -2.91 3.68 -5.55
H -3.45 2.05 -5.78
C -1.11 2.43 2.85
O -0.25 1.79 2.24
N -1.83 3.48 2.39
C -2.80 4.22 3.23
C -1.84 3.90 1.01
H -1.31 2.13 3.90
H -2.52 5.27 3.22
H -2.94 3.87 4.25
H -3.81 4.03 2.85
H -2.77 3.77 0.45
H -1.47 4.90 0.81
H -1.18 3.17 0.55
C 2.64 2.20 -2.60
O 1.76 2.93 -3.05
N 3.18 1.12 -3.25
C 2.55 0.49 -4.42
C 4.18 0.28 -2.63
H 3.21 2.33 -1.67
H 3.29 0.12 -5.13
H 2.05 1.33 -4.90
H 1.78 -0.22 -4.14
H 3.69 -0.66 -2.36
H 4.98 0.06 -3.33
H 4.58 0.78 -1.75
C -5.86 0.63 1.69
O -7.07 0.43 1.88
N -5.34 0.52 0.46
C -3.90 0.52 0.17
C -6.17 0.19 -0.71
H -5.11 0.79 2.47
H -3.44 -0.46 0.02
H -3.41 1.07 0.97
H -3.80 0.92 -0.84
H -7.17 -0.16 -0.46
H -6.32 1.01 -1.42
H -5.66 -0.63 -1.22
C 5.18 -1.46 0.20
O 4.43 -2.30 -0.28
N 6.51 -1.65 0.36
C 7.49 -0.78 1.13
C 7.15 -2.78 -0.26
H 4.85 -0.51 0.65
H 6.96 0.09 1.51
H 8.29 -0.36 0.52
H 7.91 -1.36 1.95
H 7.47 -3.46 0.53
H 6.48 -3.39 -0.87
H 8.01 -2.46 -0.85

=====

Entry from the OMol25 dataset: an isolated molecule of C4H13N3 at a distorted geometry (ωB97M-V/def2-TZVPD).

DFT total energy = -8826.517 eV
2S+1 = 1
Frontier orbital gap = 9.4 eV
Net charge = 0
SMILES = CC(C)NNCN

Geometry (Å):
C 1.33 -1.04 0.69
C 0.96 0.41 0.32
C 2.20 1.26 0.08
N 0.12 0.51 -0.88
N -1.06 -0.34 -0.76
C -2.28 0.31 -0.05
N -2.82 -0.90 0.48
H 1.89 -1.50 -0.12
H 1.96 -1.05 1.58
H 0.44 -1.63 0.88
H 0.39 0.84 1.15
H 2.83 1.29 0.97
H 1.92 2.27 -0.20
H 2.80 0.84 -0.73
H 0.65 0.18 -1.68
H -1.34 -0.56 -1.72
H -1.85 0.94 0.74
H -2.93 0.85 -0.75
H -1.72 -1.40 0.16
H -3.50 -1.29 -0.16